Entry 1:
{
  "formula": "C9H23BNOP",
  "method": "ωB97M-V/def2-TZVPD",
  "homo_lumo_gap_ev": 9.4,
  "lumo_energy_ha": 0.0269,
  "symbols": ["C", "C", "C", "C", "C", "C", "C", "P", "B", "O", "N", "C", "C", "H", "H", "H", "H", "H", "H", "H", "H", "H", "H", "H", "H", "H", "H", "H", "H", "H", "H", "H", "H", "H", "H", "H"],
  "xyz": [[2.48619, 1.99655, 0.38630], [1.95012, 0.82961, 1.23214], [2.60702, -0.51744, 0.92298], [2.60299, -0.94100, -0.55501], [1.26358, -0.76828, -1.28444], [0.32006, -1.97333, -1.17327], [-0.52795, -1.96582, 0.11897], [-2.32777, -2.16583, -0.28171], [-2.76153, -0.28705, -0.70374], [-3.57618, -0.05696, -1.78825], [-2.19452, 0.81286, -0.00585], [-2.44939, 2.15899, -0.52392], [-2.11292, 0.76026, 1.46118], [3.36639, 1.70394, -0.18821], [2.78137, 2.83927, 1.01179], [1.74392, 2.36547, -0.32262], [0.86663, 0.75077, 1.11344], [2.11032, 1.04624, 2.29068], [3.64729, -0.47054, 1.26072], [2.12635, -1.29604, 1.52314], [3.38824, -0.40911, -1.09582], [2.87368, -2.00059, -0.59399], [1.45368, -0.56179, -2.34045], [0.73547, 0.10793, -0.89958], [-0.33319, -1.98203, -2.05140], [0.89762, -2.90019, -1.21175], [-0.36066, -1.03504, 0.65189], [-0.23984, -2.77820, 0.78874], [-2.86205, -2.24307, 1.02601], [-3.66888, -0.84037, -2.34804], [-3.16476, 2.69908, 0.10182], [-2.84664, 2.09704, -1.53253], [-1.52476, 2.74295, -0.55311], [-1.13485, 0.42312, 1.81276], [-2.27282, 1.76123, 1.85883], [-2.86223, 0.09739, 1.89232]],
  "forces_ev_per_angstrom": [[0.0, 0.0, 0.0], [0.0, 0.0, 0.0], [0.0, 0.0, 0.0], [-0.2, 0.0, 0.1], [0.0, -0.1, -0.1], [0.0, 0.1, 0.2], [0.1, -0.2, 0.0], [-0.1, 0.0, -0.1], [0.2, -0.2, 0.1], [0.3, -0.1, -0.4], [-1.1, 0.1, 0.1], [0.3, 0.0, 0.0], [0.5, 0.0, -0.1], [0.0, 0.0, 0.0], [0.0, 0.0, 0.0], [0.0, 0.0, 0.0], [0.1, 0.0, 0.0], [0.0, 0.0, 0.0], [0.0, -0.1, 0.0], [0.0, 0.0, 0.0], [0.0, 0.1, 0.0], [0.1, 0.0, -0.1], [0.1, -0.1, 0.0], [0.0, 0.1, -0.1], [0.0, 0.0, 0.0], [0.0, 0.0, -0.1], [0.0, 0.0, 0.1], [0.0, 0.0, 0.0], [0.0, 0.1, 0.1], [-0.1, 0.2, 0.3], [-0.1, 0.0, 0.0], [0.0, 0.0, 0.0], [0.0, 0.0, 0.1], [0.0, 0.1, 0.0], [0.0, 0.0, 0.0], [0.0, 0.0, 0.0]]
}


Entry 2:
{
  "formula": "C9H23BrO5P2",
  "method": "ωB97M-V/def2-TZVPD",
  "homo_lumo_gap_ev": 2.3,
  "lumo_energy_ha": -0.0950,
  "symbols": ["C", "C", "O", "C", "C", "O", "C", "C", "O", "C", "P", "P", "O", "Br", "H", "H", "H", "H", "H", "H", "H", "H", "H", "H", "H", "H", "H", "H", "H", "H", "H", "H", "C", "C", "O", "H", "H", "H", "H", "H"],
  "xyz": [[4.87424, -2.96879, -1.32260], [3.91355, -1.91348, -0.45279], [4.12371, -0.58834, -1.05599], [3.97882, 0.50306, -0.08036], [2.63046, 1.41137, -0.29070], [1.47090, 0.64080, -0.85111], [0.43860, 1.71627, -1.02412], [-0.98966, 1.16485, -1.60974], [-1.95564, 0.92452, -0.51031], [-2.52696, -0.42980, -0.57707], [-4.20944, -0.50968, -1.53275], [-5.64389, -1.91442, -0.64373], [-7.17889, -1.11206, -0.27744], [-4.88105, -2.59308, 1.40213], [5.02224, -4.00002, -0.78826], [5.92055, -2.40320, -1.41681], [4.34294, -3.06652, -2.38645], [4.16975, -1.98430, 0.68699], [2.79528, -2.26585, -0.67700], [4.05155, 0.16288, 1.04902], [4.91611, 1.22199, -0.24894], [2.92478, 2.30100, -1.01504], [2.29569, 1.79088, 0.78676], [0.89374, 2.43563, -1.85178], [0.33895, 2.33587, -0.03474], [-1.45589, 2.05993, -2.24739], [-0.87463, 0.26938, -2.35442], [-1.83035, -1.22211, -1.08393], [-2.68507, -0.78936, 0.54078], [-4.76252, 0.81647, -1.75152], [-3.90630, -1.03987, -2.86448], [-7.75573, -1.70818, 0.28966], [-1.21691, 0.78585, 3.48374], [-0.88283, 1.95387, 2.53894], [-0.86945, 3.05348, 3.27467], [-2.20035, 0.90799, 3.95492], [-1.23999, -0.15330, 2.91865], [-0.46673, 0.67199, 4.27638], [-1.61478, 1.88015, 1.71957], [0.04518, 1.65409, 2.02725]],
  "forces_ev_per_angstrom": [[-0.2, 1.5, 0.1], [-0.2, -1.8, -1.3], [-0.3, -0.3, 2.7], [0.4, 0.9, 0.2], [0.5, -0.3, 0.6], [0.0, 2.9, 0.7], [0.4, 0.1, -1.0], [0.6, 1.8, -0.7], [-0.1, -3.1, -1.7], [1.6, 0.4, 1.6], [1.3, 1.4, 0.2], [-3.3, -1.5, 0.9], [2.1, -1.2, 0.2], [-0.1, 0.9, -0.9], [-0.5, 2.0, -1.1], [-2.3, -1.5, 0.0], [1.5, 0.0, 2.3], [-0.5, 0.4, -2.1], [2.2, 0.9, 0.9], [-0.3, 0.3, -2.4], [-2.1, -1.4, 0.3], [-0.9, -1.7, 1.5], [0.8, -0.4, -2.4], [-1.1, -1.3, 1.5], [-0.3, -1.3, -1.8], [1.1, -1.8, 1.4], [0.0, 1.4, 1.7], [-1.2, 1.5, 0.8], [-0.1, 0.9, -2.3], [0.5, -0.8, 0.2], [-0.6, 0.4, 1.2], [1.1, 0.8, -0.9], [-0.1, -0.9, -0.2], [-0.4, -0.5, 1.9], [0.2, 1.0, -0.7], [0.2, 0.2, -0.1], [0.0, -0.5, -0.1], [-0.1, 0.2, -0.2], [-0.7, 0.3, -0.5], [0.9, 0.0, -0.3]]
}


Entry 3:
{
  "formula": "C9H23CaNO11S2",
  "method": "ωB97M-V/def2-TZVPD",
  "homo_lumo_gap_ev": 3.3,
  "charge": -2,
  "lumo_energy_ha": 0.1364,
  "e_above_lowest_kj_mol": 183.3,
  "symbols": ["Ca", "S", "O", "O", "O", "O", "S", "O", "O", "O", "O", "C", "O", "C", "C", "N", "C", "C", "O", "C", "H", "H", "H", "H", "H", "H", "H", "H", "H", "H", "H", "H", "H", "H", "H", "C", "C", "C", "O", "H", "H", "H", "H", "H", "H", "H", "H"],
  "xyz": [[-0.97872, -0.06520, 0.15853], [-3.54005, 0.95110, 1.09915], [-4.06603, 2.23181, 1.48589], [-3.15625, 0.85489, -0.28597], [-2.29757, 0.66287, 1.80900], [-4.48282, -0.09465, 1.41458], [-2.24976, -3.26753, 1.24946], [-1.37643, -2.13950, 0.95277], [-2.48894, -3.98244, 0.00609], [-1.48468, -4.25475, 1.99659], [-3.48463, -2.94324, 1.94982], [-2.11659, -1.61227, -2.43864], [-1.14734, -0.65583, -1.98943], [-0.62417, 0.19542, -3.00049], [0.31447, 1.33108, -2.52379], [-0.10045, 1.82852, -1.22858], [1.02241, 2.64199, -0.62209], [0.73684, 2.79407, 0.85835], [0.30515, 1.48500, 1.44965], [0.44915, 1.57090, 2.86065], [-2.88365, -1.20500, -3.09732], [-2.70576, -1.95265, -1.58710], [-1.55584, -2.39545, -2.94881], [-1.48515, 0.66841, -3.47284], [-0.17502, -0.52151, -3.68778], [0.24373, 2.18773, -3.19406], [1.34699, 0.98280, -2.55015], [-0.83953, 2.49340, -1.40697], [1.16971, 3.66497, -0.96840], [1.93427, 2.04552, -0.59331], [0.15697, 3.67167, 1.14409], [1.70645, 3.08004, 1.26601], [-0.34426, 2.05843, 3.42715], [1.35077, 2.09477, 3.17809], [0.39224, 0.51443, 3.12282], [2.57389, -1.82676, 1.69654], [2.42135, -0.79118, 0.64014], [3.49744, -0.83177, -0.47515], [1.14657, -1.05982, -0.02009], [3.47403, -1.59278, 2.26497], [2.81778, -2.72286, 1.12593], [1.74651, -1.79585, 2.40546], [2.46647, 0.13803, 1.20815], [3.56197, -1.87414, -0.78722], [4.47796, -0.43014, -0.21950], [3.22959, -0.18248, -1.30869], [1.04093, -1.95005, -0.36348]],
  "forces_ev_per_angstrom": [[-2.0, -0.7, 1.9], [-3.0, -2.1, 3.0], [-0.2, 2.7, 0.0], [1.5, 0.5, -4.8], [3.0, 0.3, 1.9], [-1.1, -0.4, -0.1], [-1.8, -4.0, 1.1], [1.9, 3.5, -0.8], [-1.2, 0.1, -3.3], [1.9, -0.6, 2.5], [0.2, 0.8, -0.1], [-0.1, 0.1, 0.0], [0.2, 0.7, -0.3], [-1.0, -0.5, -0.2], [-0.5, -0.9, -0.5], [2.1, 1.4, 0.3], [-1.6, -1.4, 1.4], [0.2, -1.1, 0.8], [1.6, 4.0, -0.6], [-0.7, -1.1, 0.3], [0.3, 0.6, -0.4], [0.6, -0.5, 0.3], [-0.3, -0.4, 0.1], [-0.1, 0.0, -0.3], [0.5, 0.5, -0.6], [0.1, -0.3, -0.8], [0.0, 0.0, 0.5], [-0.7, -0.2, 0.3], [0.1, -0.1, -0.8], [0.0, 0.0, -0.9], [-1.1, -0.5, -0.1], [0.4, -0.4, 0.5], [-0.6, 0.1, -0.7], [0.6, -0.4, -0.3], [0.4, 0.1, 0.7], [1.4, 0.0, 0.0], [-0.2, -0.6, -1.1], [-0.3, 0.4, 0.6], [1.0, 2.0, 0.3], [0.3, 0.0, 0.2], [-0.7, -0.8, 0.8], [-0.2, -0.7, -0.5], [-0.9, 0.6, -0.8], [0.3, 0.1, -0.3], [0.2, -0.4, 0.6], [-0.5, -0.3, -0.1], [0.1, -0.5, 0.5]]
}


Entry 4:
{
  "formula": "C9H23FN5O2",
  "method": "ωB97M-V/def2-TZVPD",
  "homo_lumo_gap_ev": 7.7,
  "charge": 1,
  "lumo_energy_ha": -0.1393,
  "symbols": ["N", "C", "N", "N", "C", "C", "F", "H", "H", "H", "H", "H", "H", "H", "H", "H", "C", "O", "N", "C", "C", "H", "H", "H", "H", "H", "H", "H", "C", "O", "N", "C", "C", "H", "H", "H", "H", "H", "H", "H"],
  "xyz": [[0.17072, -2.22258, 2.18988], [-0.10901, -1.28240, 1.23078], [0.68086, -0.26624, 1.11046], [-1.19515, -1.35574, 0.35826], [-2.45724, -0.84121, 0.97497], [-2.34681, 0.62472, 1.36417], [-3.62112, 1.05836, 1.67620], [0.08199, -1.93077, 3.15745], [-0.37309, -3.06822, 2.05965], [1.42680, -0.03383, 1.77376], [0.56428, 0.36581, 0.33074], [-1.36340, -2.32695, 0.10655], [-2.75435, -1.44764, 1.83573], [-3.22319, -0.92328, 0.20516], [-1.71466, 0.78585, 2.24268], [-1.96036, 1.21894, 0.53088], [-3.61416, 2.34562, -2.98581], [-4.60205, 2.86499, -3.45021], [-3.31968, 1.02659, -3.11083], [-2.13304, 0.45032, -2.53419], [-4.24236, 0.18700, -3.85675], [-2.85493, 2.90533, -2.41023], [-1.48701, 0.00989, -3.29813], [-2.38400, -0.33289, -1.81405], [-1.57106, 1.23176, -2.02077], [-4.34482, 0.54029, -4.88257], [-5.23307, 0.20104, -3.40213], [-3.86108, -0.83254, -3.86620], [4.05633, 1.23341, 1.88313], [2.82523, 1.27338, 1.80728], [4.78297, 0.21567, 1.41361], [6.21437, 0.10860, 1.61587], [4.04266, -0.82706, 0.70925], [4.63380, 2.02273, 2.37698], [6.74234, 0.07420, 0.66305], [6.45555, -0.78890, 2.18552], [6.55808, 0.97795, 2.17337], [3.59273, -0.41771, -0.19524], [3.25231, -1.15575, 1.38398], [4.68462, -1.66871, 0.46775]],
  "forces_ev_per_angstrom": [[-0.9, -0.3, -0.3], [0.3, 0.2, 0.2], [-0.3, 0.1, 0.3], [0.2, -0.6, 0.0], [0.1, 0.2, -0.1], [-0.1, 0.0, 0.0], [0.2, -0.1, -0.1], [0.6, 0.2, 0.0], [0.0, 0.1, 0.1], [0.3, 0.2, -0.3], [-0.2, 0.1, 0.1], [0.0, 0.1, -0.1], [0.0, 0.1, 0.0], [0.0, -0.1, 0.1], [0.0, 0.0, 0.0], [-0.1, 0.0, 0.0], [0.0, 0.0, 0.0], [0.0, 0.0, 0.0], [0.0, 0.1, 0.0], [0.0, 0.0, -0.1], [0.0, 0.0, 0.0], [0.0, 0.0, 0.0], [0.0, 0.0, 0.0], [0.0, 0.0, 0.0], [0.0, 0.0, 0.0], [0.0, 0.0, 0.0], [0.0, 0.0, 0.0], [0.0, 0.0, 0.0], [-0.1, -0.3, 0.2], [0.0, 0.0, 0.0], [-0.3, 0.0, -0.2], [0.1, 0.1, -0.1], [0.1, 0.2, 0.4], [0.0, 0.0, 0.0], [0.0, 0.0, 0.0], [0.0, 0.0, 0.0], [0.0, 0.0, 0.0], [0.0, -0.1, -0.1], [0.0, -0.3, -0.2], [0.1, 0.1, 0.0]]
}